# 1
The following is a DFT calculation (ωB97M-V/def2-TZVPD) of an isolated molecule of C3H8O2.

Kohn-Sham gap ... 10.26 eV
Multiplicity ... 1
Energy ... -7332.333 eV
SMILES ... OCCCO
Energy above the lowest of the compared OMol25 structures with the same formula, charge and spin ... 358.67 kJ/mol
Net charge ... 0
LUMO energy ... 0.885 eV

Element x y z (Å)
C -0.3068 0.9227 0.4727
C 0.5631 0.1906 -0.2213
C 0.4061 -1.2122 0.0747
H -0.1935 2.2052 -0.7984
H -1.5148 0.7873 0.3693
H -0.3735 0.6487 1.6188
H 1.6051 0.5899 -0.1495
H 0.5985 0.4477 -1.3902
H 0.2713 -1.2137 1.2004
H 1.0774 -1.8230 -0.4740
H -0.9500 -2.4146 -0.4780
O -0.2741 2.3398 0.3091
O -0.9087 -1.4684 -0.5337

# 2
The following is a DFT calculation (ωB97M-V/def2-TZVPD) of an isolated ion of composition C3H8O2P and charge -1.

Kohn-Sham gap ... 7.13 eV
Multiplicity ... 1
Energy ... -16625.717 eV
SMILES ... CC(C)P([O-])O
Energy above the lowest of the compared OMol25 structures with the same formula, charge and spin ... 187.80 kJ/mol
Net charge ... -1
LUMO energy ... 4.349 eV

Element x y z (Å)
C 0.9575 -1.1186 0.3120
C 0.8575 1.3576 0.0295
C 0.1634 0.0528 -0.2445
O -2.5041 1.0427 -0.1233
O -2.1526 -1.4637 -0.1428
P -1.5995 0.0582 0.5702
H 0.1938 -1.6945 0.7681
H 1.4175 -1.6335 -0.4784
H 1.8330 -0.7356 0.9346
H 0.5878 1.7452 1.0606
H 0.6098 2.1997 -0.6162
H 2.0008 1.3483 0.0728
H 0.3498 -0.0967 -1.4152
H -2.7148 -1.0619 -0.7274

# 3
The following is a DFT calculation (ωB97M-V/def2-TZVPD) of a 2-piece molecular cluster, C3H8O2P overall.

Kohn-Sham gap (alpha / beta) ... 4.68 / 6.41 eV
Multiplicity ... 3
Energy ... -16621.350 eV
Energy above the lowest of the compared OMol25 structures with the same formula, charge and spin ... 51.25 kJ/mol
Expectation value of S² ... 2.011
Net charge ... -1
LUMO energy (alpha / beta) ... 4.145 / 2.673 eV

Element x y z (Å)
C 0.0236 1.0369 -1.4001
C -0.6991 -0.8909 -0.1559
C 0.5271 -0.1124 -0.4447
O -0.4601 0.6490 2.6457
O 2.0761 -0.6794 1.5384
P 1.4286 0.5885 1.1849
H -0.6692 0.4057 -2.0740
H -0.6460 1.6667 -0.8677
H 0.7451 1.6332 -1.8333
H -0.5680 -1.5817 0.6762
H -1.1103 -1.5102 -1.0704
H -1.3330 -0.1393 0.1326
H 1.1890 -0.6850 -1.0703
H -0.5039 -0.3810 2.7387

# 4
The following is a DFT calculation (ωB97M-V/def2-TZVPD) of C3H8O2Pt as an isolated structure.

Kohn-Sham gap (alpha / beta) ... 6.75 / 7.39 eV
Multiplicity ... 4
Energy ... -10567.055 eV
Energy above the lowest of the compared OMol25 structures with the same formula, charge and spin ... 32.07 kJ/mol
Expectation value of S² ... 3.760
Net charge ... +1
LUMO energy (alpha / beta) ... -5.575 / -7.701 eV

Element x y z (Å)
C 0.3455 -1.6107 -0.0339
C 0.8231 -0.4097 0.6975
O 1.6959 0.3721 0.1467
Pt 3.0999 0.2087 -0.8593
H 0.5432 -1.5459 -1.1103
H -0.7281 -1.7491 0.1441
H 0.8949 -2.4750 0.3706
H 0.8663 -0.4448 1.7960
O -0.5109 1.4313 0.5539
H 0.4874 1.4922 -0.0098
C -1.6437 1.2167 -0.2668
H -2.4008 1.9496 0.0350
H -1.4159 1.3588 -1.3338
H -2.0568 0.2058 -0.1299

# 5
The following is a DFT calculation (ωB97M-V/def2-TZVPD) of a 2-piece molecular cluster, C3H8O2S overall.

Kohn-Sham gap ... 10.09 eV
Multiplicity ... 1
Energy ... -18170.564 eV
SMILES ... O=CO.CCS
Energy above the lowest of the compared OMol25 structures with the same formula, charge and spin ... 65.70 kJ/mol
Net charge ... 0
LUMO energy ... 0.732 eV

Element x y z (Å)
C -0.8790 0.6232 1.5335
C -1.5165 -0.1528 0.4283
S -1.5646 0.6692 -1.1795
H 0.2062 0.7642 1.2801
H -1.1372 1.6238 1.8273
H -0.8415 -0.0367 2.4107
H -2.5383 -0.3915 0.6404
H -1.1062 -1.1592 0.2463
H -1.1841 -0.5098 -1.8263
O 1.5915 -1.3811 -0.4205
C 2.3334 -0.5902 -0.9348
O 2.0527 0.5940 -1.5872
H 3.4937 -0.8028 -0.9919
H 1.0898 0.7497 -1.4263

# 6
The following is a DFT calculation (ωB97M-V/def2-TZVPD) of a 2-piece molecular cluster, C3H8O2S overall.

Kohn-Sham gap ... 9.92 eV
Multiplicity ... 1
Energy ... -18170.430 eV
SMILES ... O=CO.CCS
Energy above the lowest of the compared OMol25 structures with the same formula, charge and spin ... 78.58 kJ/mol
Net charge ... 0
LUMO energy ... 0.860 eV

Element x y z (Å)
C 0.3568 -3.6052 -0.5309
C 1.4990 -2.6227 -0.6435
S 1.0429 -0.9258 -0.0871
H -0.0831 -3.5625 0.4609
H -0.4526 -3.2786 -1.1927
H 0.7780 -4.5142 -0.9556
H 1.9076 -2.4495 -1.6388
H 2.3590 -2.9481 -0.0551
H 1.6383 0.0139 -0.8446
O -0.6686 3.5163 1.1455
C -1.0790 2.8169 0.2879
O -2.3591 2.3672 0.1932
H -0.5679 2.3954 -0.5832
H -2.7869 2.8751 0.8906

# 7
The following is a DFT calculation (ωB97M-V/def2-TZVPD) of an isolated molecule of C3H8O2S.

Kohn-Sham gap (alpha / beta) ... 6.34 / 7.39 eV
Multiplicity ... 3
Energy ... -18163.403 eV
Energy above the lowest of the compared OMol25 structures with the same formula, charge and spin ... 237.92 kJ/mol
Expectation value of S² ... 2.013
Net charge ... 0
LUMO energy (alpha / beta) ... 0.855 / -2.579 eV

Element x y z (Å)
C 1.1450 -0.9583 0.6025
C 1.0343 1.0832 -0.7016
C 0.1895 0.0864 0.0962
O -2.8973 0.0864 0.7409
O -2.2602 0.2387 -0.5853
S -1.0484 -0.7445 -0.8909
H 0.8602 -1.4385 1.5381
H 1.1189 -1.7111 -0.1621
H 2.2204 -0.6747 0.7034
H 1.9613 1.3542 -0.2139
H 0.4578 1.9627 -1.1070
H 1.3592 0.5336 -1.5979
H -0.4151 0.5202 0.8401
H -3.7255 -0.3383 0.7374

# 8
The following is a DFT calculation (ωB97M-V/def2-TZVPD) of a 2-piece molecular cluster, C3H8O2S overall.

Kohn-Sham gap (alpha / beta) ... 10.21 / 4.78 eV
Multiplicity ... 2
Energy ... -18160.715 eV
Energy above the lowest of the compared OMol25 structures with the same formula, charge and spin ... 141.33 kJ/mol
Expectation value of S² ... 0.756
Net charge ... +1
LUMO energy (alpha / beta) ... -4.118 / -9.421 eV

Element x y z (Å)
O 1.0737 -1.1542 2.0476
C 0.4280 -0.5240 1.2764
C 1.0836 0.3095 0.1694
C 0.4716 -0.1690 -1.1957
S 0.8675 1.0541 -2.3849
H -0.6551 -0.3284 1.4274
H 2.1728 0.3580 0.1543
H 0.8228 1.3548 0.3805
H 0.7709 -1.1780 -1.4057
H -0.6116 -0.1393 -1.0211
H 1.4490 0.3090 -3.3446
H -3.7808 -0.4998 1.5157
H -3.7064 -1.3619 2.7831
O -3.7307 -0.4477 2.4735

# 9
The following is a DFT calculation (ωB97M-V/def2-TZVPD) of a 2-piece molecular cluster, C3H8O2S overall.

Kohn-Sham gap (alpha / beta) ... 10.06 / 4.81 eV
Multiplicity ... 2
Energy ... -18161.407 eV
Energy above the lowest of the compared OMol25 structures with the same formula, charge and spin ... 74.60 kJ/mol
Expectation value of S² ... 0.753
Net charge ... +1
LUMO energy (alpha / beta) ... -3.832 / -9.054 eV

Element x y z (Å)
C 1.1014 0.4435 1.4834
S -0.6142 -0.0277 1.2276
C -1.6792 1.3946 1.0806
H 1.2680 1.5196 1.5102
H 1.6464 0.0113 0.6453
H 1.4398 0.0403 2.4391
H -2.6193 0.9108 0.8045
H -1.7878 1.7842 2.1019
H -1.4910 2.2277 0.4049
O 0.0188 -2.0042 -3.7760
C 0.2497 -1.7851 -2.6383
O 1.4763 -1.3662 -2.2241
H -0.4708 -1.9096 -1.8091
H 1.4618 -1.2394 -1.2500

# 10
The following is a DFT calculation (ωB97M-V/def2-TZVPD) of a 2-piece molecular cluster, C3H8O2S overall.

Kohn-Sham gap (alpha / beta) ... 10.10 / 4.93 eV
Multiplicity ... 2
Energy ... -18160.819 eV
Energy above the lowest of the compared OMol25 structures with the same formula, charge and spin ... 131.31 kJ/mol
Expectation value of S² ... 0.754
Net charge ... +1
LUMO energy (alpha / beta) ... -3.996 / -9.160 eV

Element x y z (Å)
O -0.5163 1.5359 0.4500
C -0.3163 0.9092 -0.5649
C 0.7676 -0.1686 -0.4020
C 1.9597 0.4911 0.3291
S 3.3047 -0.4983 0.8755
H -0.7811 1.1546 -1.5222
H 1.1550 -0.4204 -1.4010
H 0.4293 -1.0586 0.1210
H 2.2687 1.4026 -0.1691
H 1.5276 0.7816 1.3189
H 2.7221 -1.1340 1.9265
H -4.3071 -0.5363 -0.9238
H -4.4333 -1.5093 0.1886
O -3.7805 -0.9496 -0.2265